The following is a quantum chemistry calculation of C18H43Cl2NO2P2Pr as an isolated structure in a non-equilibrium geometry, from the Open Molecules 2025 dataset.

Positions of all 69 atoms, in Å:
Pr  1.47  1.22  0.79
Cl  2.68  -1.09  0.34
P  1.71  1.88  -2.18
C  1.27  0.99  -3.74
C  1.16  3.64  -2.42
C  3.58  1.90  -2.21
C  -0.09  0.29  -3.60
H  2.06  0.22  -3.82
C  1.33  1.88  -4.98
H  0.58  2.67  -4.95
H  1.13  1.26  -5.86
H  2.31  2.34  -5.12
H  -0.16  -0.29  -2.67
H  -0.22  -0.40  -4.45
H  -0.92  1.01  -3.63
H  3.81  0.90  -2.62
C  4.18  1.97  -0.80
C  4.17  2.94  -3.16
H  4.10  2.62  -4.20
H  5.24  3.05  -2.92
H  3.70  3.93  -3.05
H  3.80  2.82  -0.20
H  5.27  2.13  -0.88
H  4.06  1.02  -0.25
C  -0.37  3.70  -2.61
H  1.64  3.97  -3.35
C  1.60  4.53  -1.26
H  -0.71  3.17  -3.51
H  -0.67  4.75  -2.72
H  -0.88  3.29  -1.73
H  1.15  4.22  -0.31
H  1.26  5.56  -1.46
H  2.70  4.57  -1.15
Cl  -0.79  2.61  0.87
H  -0.10  -0.19  0.42
P  -1.74  -2.46  1.86
C  -0.72  -3.87  2.45
C  -2.55  -1.71  3.36
C  -2.96  -3.10  0.64
C  0.72  -3.35  2.58
H  -0.76  -4.59  1.61
C  -1.21  -4.57  3.71
H  -1.17  -3.91  4.59
H  -0.56  -5.43  3.91
H  -2.24  -4.94  3.61
H  1.04  -2.82  1.67
H  1.41  -4.20  2.74
H  0.84  -2.65  3.42
H  -2.31  -3.67  -0.05
C  -3.56  -1.92  -0.15
C  -4.00  -4.05  1.22
H  -3.53  -4.99  1.56
H  -4.72  -4.30  0.44
H  -4.54  -3.61  2.07
H  -2.81  -1.14  -0.33
H  -4.41  -1.47  0.37
H  -3.91  -2.28  -1.12
C  -1.48  -1.12  4.29
H  -3.05  -2.56  3.87
C  -3.58  -0.64  2.98
H  -0.89  -1.88  4.81
H  -1.96  -0.50  5.06
H  -0.78  -0.47  3.74
H  -3.14  0.11  2.31
H  -3.90  -0.12  3.90
H  -4.47  -1.06  2.50
O  2.56  2.23  2.86
N  2.04  1.43  3.71
O  1.29  0.52  3.18

Values from the calculation:
electronic energy	-82642.2137	eV
LUMO energy (spin up / spin down)	2.523 / 2.523	eV
net charge	-1
multiplicity	3
<S²>	2.003
orbital gap (spin up / spin down)	0.21152 / 0.21443	hartree
E_HOMO (spin up / spin down)	-3.232 / -3.312	eV